No. 1
96
Properties=species:S:1:pos:R:3 method="wB97M-V/def2-TZVPD" lumo_energy_ev=-1.94 e_homo_ev=-12.84 gap_ev=10.900 total_charge=+1
Mg -0.15 2.77 -2.23
B 0.06 0.20 0.12
F 1.36 0.07 0.40
F -0.10 1.28 -0.87
F -0.44 -0.99 -0.38
F -0.69 0.64 1.23
O 5.07 3.30 2.64
H 5.71 2.85 2.09
H 5.55 4.05 3.00
O -2.54 -4.09 2.50
H -2.98 -4.81 2.95
H -3.10 -3.28 2.62
O 1.06 0.60 4.79
H 0.59 1.35 5.16
H 1.67 0.92 4.06
O -1.28 -3.27 -5.00
H -0.34 -3.22 -5.22
H -1.73 -2.56 -5.44
O 5.45 0.04 0.18
H 6.36 -0.15 -0.09
H 5.13 -0.73 0.70
O 0.20 1.26 -3.62
H 0.78 0.48 -3.42
H -0.64 0.86 -3.91
O 2.58 -2.18 -0.73
H 2.07 -2.66 -0.07
H 2.76 -2.79 -1.48
O -3.88 -0.57 -2.40
H -3.66 -0.63 -1.45
H -4.39 -1.39 -2.61
O 0.40 -2.73 -2.60
H -0.54 -2.86 -2.78
H 0.50 -2.53 -1.68
O -3.50 0.36 2.69
H -4.12 -0.14 3.25
H -2.69 -0.22 2.83
O 0.73 3.06 5.97
H 0.37 2.69 6.78
H 1.64 2.69 5.92
O -2.29 2.42 -2.33
H -2.73 1.89 -3.01
H -2.56 2.10 -1.46
O -0.09 -2.74 5.89
H 0.53 -3.25 5.38
H 0.42 -2.16 6.49
O 3.27 0.52 -1.80
H 4.13 0.30 -1.32
H 2.72 -0.16 -1.37
O 1.73 -0.84 -3.80
H 1.23 -1.60 -3.42
H 2.38 -0.54 -3.15
O 3.64 -1.47 1.93
H 3.23 -2.05 1.29
H 3.50 -1.92 2.75
O 2.94 1.55 2.57
H 3.20 0.88 1.89
H 3.71 2.16 2.74
O -2.62 2.50 0.68
H -2.13 1.82 1.17
H -3.37 2.68 1.28
O 0.37 4.11 -3.78
H 0.45 3.57 -4.58
H 1.18 4.58 -3.63
O -3.04 -1.00 0.15
H -3.18 -0.60 1.02
H -2.10 -1.27 0.11
O -1.02 -1.24 3.43
H -0.86 -1.73 4.27
H -0.42 -0.47 3.62
O 1.35 -2.87 2.38
H 0.81 -3.52 1.87
H 0.67 -2.25 2.57
O -2.55 0.42 -4.41
H -3.10 -0.13 -3.81
H -2.46 0.10 -5.30
O -0.52 4.10 -0.75
H -0.44 3.86 0.20
H -1.30 4.64 -0.80
O -2.99 5.52 -0.73
H -3.55 5.25 0.02
H -3.36 5.05 -1.49
O 1.88 3.31 0.84
H 2.17 2.59 1.41
H 2.47 4.03 1.05
O 0.15 -3.99 0.20
H -0.78 -3.82 0.39
H 0.13 -4.74 -0.41
O 1.93 2.79 -1.76
H 2.02 3.10 -0.82
H 2.55 2.03 -1.78
O -2.10 -3.21 -1.47
H -3.03 -2.95 -1.39
H -2.15 -4.13 -1.73
O -4.44 -3.28 -3.56
H -5.19 -3.86 -3.77
H -3.66 -3.78 -3.83

=====

No. 2
26
Properties=species:S:1:pos:R:3 method="wB97M-V/def2-TZVPD" spin_multiplicity=2 lumo_energy_ev="0.53 / -2.50" e_homo_ev="-9.44 / -9.42" gap_ev="9.972 / 6.922" s2=0.753 total_charge=0
C -0.37 0.56 -1.00
N 0.33 -0.79 -0.95
C -0.59 -2.01 -1.02
N -0.02 -3.09 -0.21
C -0.09 1.42 0.29
C -0.47 2.81 -0.01
S -0.36 3.92 1.35
N -0.98 0.99 1.45
H -0.03 1.12 -1.91
H -1.46 0.45 -1.31
H 0.74 -0.93 -0.03
H -1.54 -1.63 -0.71
H -0.77 -2.44 -2.15
H -0.06 -2.82 0.76
H 1.03 -3.19 -0.36
H 1.01 1.24 0.58
H -1.43 2.97 -0.29
H 0.19 3.22 -0.84
H -1.95 1.32 1.30
H -0.74 1.63 2.37
H 0.15 -0.48 2.37
H -1.11 -1.19 2.58
O -0.18 -1.31 2.79
H 3.14 -0.04 -1.27
H 2.39 -1.08 -1.89
O 3.17 -0.63 -1.91